1.
{
  "formula": "C18H16NO3S",
  "method": "the ωB97M-V functional and the def2-TZVPD basis",
  "species": ["S", "O", "O", "O", "N", "C", "C", "C", "C", "C", "C", "C", "C", "C", "C", "C", "C", "C", "C", "C", "C", "C", "C", "H", "H", "H", "H", "H", "H", "H", "H", "H", "H", "H", "H", "H", "H", "H", "H"],
  "coordinates": [[1.73013, 0.79127, 0.32792], [1.71699, 2.18335, -0.04996], [2.80921, -0.06190, -0.09517], [-0.27706, -4.23420, 0.48681], [-2.28905, 2.67545, -6.11662], [-1.13687, -3.58174, -0.13623], [1.61483, -0.25480, 2.89256], [1.66360, 0.90831, 2.12607], [-0.99511, -2.20249, -0.40737], [-2.14113, 1.76058, -2.72403], [0.25376, -1.42711, -0.25793], [0.09397, 1.89780, -3.59590], [0.10990, -0.00508, -0.12232], [-2.34045, -4.35295, -0.61585], [1.73955, 2.16594, 2.73140], [-0.28408, 0.74677, -1.42371], [1.71226, 1.09712, 4.89707], [1.63160, -0.16045, 4.28707], [-1.82420, 2.43234, -5.08652], [-1.62178, 1.15853, -1.55477], [0.57461, 1.27152, -2.41953], [1.76878, 2.26249, 4.12397], [-1.28930, 2.03938, -3.80329], [-2.79020, -4.96011, 0.16784], [-3.21999, 1.97034, -2.84777], [-1.73587, -1.76521, -1.05522], [-0.57592, 0.19320, 0.70330], [1.65853, 1.15433, -2.36890], [-2.31616, 0.94111, -0.73311], [1.59262, -1.07381, 4.88479], [0.79922, 2.23857, -4.38371], [0.74464, -1.75514, 0.67789], [-2.06102, -5.07932, -1.37872], [-3.12456, -3.74514, -1.03922], [1.84574, 3.25048, 4.58621], [1.77821, 3.06143, 2.11662], [1.58098, -1.21783, 2.39004], [1.73869, 1.17148, 5.98209], [0.86490, -1.49452, -1.16578]],
  "homo_energy_ev": -2.832,
  "de_lowest_kcal_mol": 0.0,
  "spin_multiplicity": 1,
  "total_energy_ev": -37392.626,
  "e_lumo_ev": 2.585,
  "smiles": "C/C([O-])=C/C[C@H](c1ccc(C#N)cc1)S(=O)(=O)c1ccccc1",
  "total_charge": -1
}

=====

2.
{
  "formula": "C8H11NOS",
  "method": "the ωB97M-V functional and the def2-TZVPD basis",
  "species": ["S", "O", "N", "C", "C", "C", "C", "C", "C", "C", "C", "H", "H", "H", "H", "H", "H", "H", "H", "H", "H", "H"],
  "coordinates": [[-3.93504, -0.45290, 0.21728], [-2.42254, 1.75656, 0.29702], [0.45175, -0.47531, -0.36502], [-1.63935, -1.68678, -0.41751], [1.90591, -0.38706, -0.32117], [0.31810, 1.99151, -0.57404], [2.13715, -0.53044, 1.20845], [-2.36451, -0.57753, -0.05131], [-1.66516, 0.62403, 0.11187], [-0.33360, 0.76113, -0.32211], [-0.25982, -1.68844, -0.53862], [0.34922, -2.72397, -0.58886], [-0.27716, 2.77927, -0.10641], [1.61632, -1.49783, 1.61364], [2.27409, 0.57320, -0.77661], [2.46725, -1.19974, -0.81388], [3.22780, -0.47987, 1.51647], [1.34965, 2.04332, -0.10397], [-3.28237, 1.35297, 0.29309], [1.76503, 0.33716, 1.88118], [0.66049, 2.14704, -1.63293], [-2.34320, -2.66632, -0.52655]],
  "homo_energy_ev": -7.692,
  "de_lowest_kcal_mol": 48.0,
  "spin_multiplicity": 1,
  "total_energy_ev": -22845.004,
  "e_lumo_ev": 0.021,
  "smiles": "CCn1ccc(=S)c(O)c1C"
}